{
  "formula": "C50H54ClN2P3ScSi2",
  "method": "ωB97M-V/def2-TZVPD",
  "species": ["Sc", "C", "Si", "C", "C", "N", "P", "C", "P", "N", "Si", "C", "C", "C", "C", "C", "C", "C", "C", "C", "C", "C", "C", "C", "C", "C", "C", "C", "C", "C", "C", "C", "C", "C", "C", "C", "C", "C", "H", "H", "H", "H", "H", "H", "H", "H", "H", "H", "H", "H", "H", "H", "H", "H", "H", "H", "H", "H", "H", "H", "H", "H", "H", "H", "H", "H", "H", "H", "H", "H", "H", "H", "H", "H", "H", "H", "C", "C", "C", "C", "C", "C", "P", "C", "C", "C", "C", "C", "C", "C", "C", "C", "C", "C", "C", "H", "H", "H", "H", "H", "H", "H", "H", "H", "H", "H", "H", "H", "H", "Cl", "C", "H", "H"],
  "xyz": [[0.856977, 0.551884, -0.980901], [-1.461670, 4.403292, -0.430321], [-1.372996, 3.182460, -1.829698], [-0.010274, 3.699586, -2.978409], [-2.991782, 3.377890, -2.774011], [-1.009044, 1.616621, -1.188738], [-1.963649, 0.337083, -0.834887], [-1.122526, -0.884853, -0.077590], [-0.146044, -2.063577, -0.756452], [1.402301, -1.559201, -0.737814], [2.874252, -2.450593, -0.688993], [4.147647, -1.560202, -1.705302], [3.491257, -2.556832, 1.065010], [2.763432, -4.209571, -1.319353], [-0.330566, -3.594190, 0.271605], [-0.367488, -4.890359, -0.232380], [-0.485321, -5.985704, 0.620605], [-0.564292, -5.796610, 1.991316], [-0.545564, -4.503789, 2.509699], [-0.440656, -3.417098, 1.653488], [-0.615549, -2.691662, -2.401139], [0.260383, -2.679480, -3.477670], [-0.162706, -3.112178, -4.733181], [-1.465129, -3.552048, -4.916502], [-2.354464, -3.557615, -3.844599], [-1.930739, -3.125739, -2.596665], [-2.892015, -0.118510, -2.341103], [-2.230174, -0.077160, -3.571594], [-2.866012, -0.511518, -4.727220], [-4.173333, -0.979217, -4.671567], [-4.831977, -1.038435, -3.451135], [-4.187267, -0.624306, -2.290203], [-3.263213, 0.916374, 0.349605], [-4.375921, 1.652713, -0.053823], [-5.281438, 2.156905, 0.874058], [-5.082716, 1.933071, 2.229266], [-3.983957, 1.188513, 2.645818], [-3.088563, 0.676808, 1.712692], [-1.757531, 5.400603, -0.786967], [-0.496763, 4.491359, 0.083559], [-2.203481, 4.066933, 0.304806], [-0.279299, 4.624682, -3.505816], [0.192822, 2.916678, -3.715048], [0.920098, 3.873644, -2.426038], [-2.827158, 4.092099, -3.588362], [-3.767262, 3.789440, -2.119953], [-3.369412, 2.452681, -3.219016], [4.312269, -0.553720, -1.302196], [3.819571, -1.450161, -2.744614], [5.107129, -2.095248, -1.686751], [3.525778, -1.558761, 1.515405], [4.503411, -2.982021, 1.108364], [2.826228, -3.190195, 1.667742], [2.212150, -4.286237, -2.264413], [2.277476, -4.862149, -0.587318], [3.781434, -4.583552, -1.487568], [-0.289223, -5.053737, -1.300288], [-0.511885, -6.988344, 0.210208], [-0.653473, -6.650320, 2.653330], [-0.631360, -4.346561, 3.578788], [-0.499324, -2.403528, 2.026658], [1.262892, -2.298155, -3.339125], [0.525099, -3.086781, -5.570411], [-1.795696, -3.876919, -5.896990], [-3.378214, -3.881080, -3.988304], [-2.622343, -3.105773, -1.761038], [-1.208195, 0.281447, -3.621134], [-2.335393, -0.487652, -5.671306], [-4.675515, -1.303504, -5.575427], [-5.846650, -1.414475, -3.399873], [-4.696788, -0.699390, -1.335577], [-4.545675, 1.835178, -1.106689], [-6.141815, 2.724038, 0.536023], [-5.785749, 2.324985, 2.954853], [-3.825151, 1.001711, 3.701399], [-2.239540, 0.072302, 2.017686], [1.803050, -0.906131, 6.015338], [1.618348, -1.632268, 4.848206], [1.502307, -0.967740, 3.630563], [1.572812, 0.421067, 3.560899], [1.769665, 1.141552, 4.739758], [1.881387, 0.482665, 5.957424], [1.484412, 1.205346, 1.899649], [0.858771, 2.870124, 2.366358], [1.655463, 4.010151, 2.391561], [1.126358, 5.227831, 2.808311], [-0.198189, 5.309517, 3.219354], [-0.998722, 4.173679, 3.196627], [-0.473774, 2.966498, 2.760154], [3.247596, 1.455158, 1.513705], [4.305293, 1.033480, 2.321174], [5.610507, 1.044437, 1.850273], [5.850071, 1.474002, 0.547208], [4.808905, 1.905395, -0.257107], [3.481118, 1.920937, 0.200699], [1.892098, -1.416995, 6.967809], [1.566963, -2.715246, 4.879387], [1.389841, -1.533267, 2.714851], [1.830565, 2.224192, 4.706889], [2.031995, 1.055828, 6.865262], [2.692720, 3.942769, 2.081941], [1.751949, 6.113230, 2.812932], [-0.608239, 6.257996, 3.545520], [-2.040129, 4.230534, 3.496291], [-1.110442, 2.087947, 2.718029], [4.107413, 0.665490, 3.321087], [6.423133, 0.701388, 2.480060], [6.862550, 1.468276, 0.154401], [5.006948, 2.235850, -1.273154], [1.462634, 0.479294, -3.292805], [2.358685, 2.336941, -0.646365], [1.715355, 3.072816, -0.162041], [2.677923, 2.715013, -1.610754]],
  "forces_ev_per_a": [[0.0, 0.1, 0.5], [-0.1, 0.3, 0.3], [0.2, -0.1, 0.1], [0.3, 0.1, -0.2], [-0.2, -0.2, -0.1], [-0.4, -0.3, -0.2], [-0.2, 0.2, 0.7], [0.5, 0.4, -1.1], [-0.1, -0.3, 0.9], [-0.3, -0.4, -0.2], [-0.1, 0.2, -0.1], [0.2, 0.2, -0.1], [0.1, -0.1, 0.3], [-0.1, -0.3, -0.1], [0.0, 0.0, 0.1], [0.1, 0.0, 0.0], [0.0, 0.1, -0.1], [0.0, 0.1, 0.0], [0.0, 0.0, -0.1], [-0.1, -0.1, -0.1], [-0.2, 0.0, -0.1], [0.0, 0.0, -0.1], [0.0, 0.0, 0.1], [0.0, 0.0, 0.1], [0.2, -0.1, 0.1], [0.0, -0.1, -0.1], [0.0, 0.0, -0.1], [-0.1, 0.0, 0.0], [0.0, 0.1, 0.1], [0.0, 0.1, 0.0], [0.1, 0.0, 0.0], [-0.1, -0.1, 0.0], [0.0, 0.0, -0.1], [0.0, 0.1, 0.0], [0.1, 0.0, 0.0], [0.1, -0.1, 0.0], [0.0, 0.0, -0.1], [0.0, 0.0, -0.1], [0.1, -0.1, 0.1], [-0.1, 0.0, 0.0], [0.1, 0.1, 0.0], [0.1, -0.1, 0.1], [0.0, 0.1, 0.0], [-0.1, 0.0, -0.1], [0.0, 0.0, 0.1], [0.0, 0.0, -0.1], [0.0, 0.1, 0.0], [0.0, -0.1, -0.1], [0.1, 0.0, 0.1], [-0.1, 0.1, 0.0], [0.0, -0.1, 0.0], [-0.2, 0.0, 0.0], [0.1, 0.1, 0.0], [0.1, 0.0, 0.1], [0.1, 0.0, -0.1], [-0.1, 0.0, 0.0], [0.0, 0.0, 0.0], [0.0, 0.0, 0.0], [0.0, 0.0, 0.0], [0.0, 0.0, 0.0], [0.0, 0.1, 0.1], [0.0, 0.0, 0.0], [0.0, 0.0, 0.0], [0.0, 0.0, 0.0], [0.0, 0.0, 0.0], [0.0, 0.0, 0.0], [0.0, 0.0, 0.0], [0.0, 0.0, 0.0], [0.0, 0.0, 0.0], [0.0, 0.0, 0.0], [0.0, 0.0, 0.0], [0.0, 0.0, 0.0], [0.0, 0.0, 0.0], [0.0, 0.0, 0.0], [0.0, 0.0, 0.0], [0.0, 0.0, 0.0], [0.0, 0.1, 0.0], [0.0, 0.1, -0.1], [0.1, -0.1, 0.0], [0.0, 0.0, 0.0], [-0.1, 0.0, 0.1], [0.0, 0.0, 0.0], [0.2, 0.2, 0.0], [0.1, -0.1, 0.1], [0.0, 0.1, 0.0], [0.0, -0.1, 0.0], [0.0, 0.0, 0.0], [0.0, 0.0, 0.0], [-0.1, 0.0, 0.0], [0.0, -0.1, 0.1], [0.0, 0.1, 0.0], [-0.1, 0.0, 0.0], [0.0, 0.0, -0.1], [0.2, 0.0, 0.0], [-0.1, 0.2, -0.2], [0.0, 0.0, 0.0], [0.0, 0.1, 0.0], [-0.1, 0.0, 0.0], [0.0, -0.1, 0.0], [0.0, 0.0, 0.0], [0.0, 0.0, 0.0], [0.0, 0.0, 0.0], [0.0, 0.0, 0.0], [0.1, 0.0, 0.0], [0.1, 0.1, 0.0], [0.0, 0.0, 0.0], [0.0, 0.0, 0.0], [-0.1, 0.0, 0.0], [0.0, 0.0, 0.1], [0.1, 0.0, -0.4], [0.0, -0.3, 0.4], [0.0, 0.1, 0.1], [0.0, 0.0, -0.2]],
  "lowdin_charge": [0.48, -0.17, 0.31, -0.19, -0.17, -0.33, 0.63, -0.43, 0.62, -0.34, 0.29, -0.17, -0.16, -0.17, -0.26, -0.10, -0.09, -0.10, -0.09, -0.09, -0.30, -0.12, -0.08, -0.10, -0.10, -0.10, -0.29, -0.10, -0.08, -0.11, -0.09, -0.10, -0.26, -0.10, -0.09, -0.10, -0.09, -0.10, 0.03, 0.02, 0.02, 0.03, -0.01, 0.01, 0.03, 0.02, 0.01, 0.01, 0.01, 0.03, 0.01, 0.04, 0.02, 0.02, 0.02, 0.03, 0.10, 0.10, 0.09, 0.09, 0.08, 0.05, 0.10, 0.10, 0.10, 0.12, 0.05, 0.11, 0.10, 0.10, 0.11, 0.09, 0.10, 0.09, 0.10, 0.08, -0.10, -0.08, -0.10, -0.35, -0.09, -0.09, 1.11, -0.37, -0.09, -0.09, -0.10, -0.09, -0.10, -0.35, -0.10, -0.11, -0.10, -0.07, -0.36, 0.10, 0.10, 0.07, 0.11, 0.10, 0.11, 0.10, 0.10, 0.10, 0.09, 0.10, 0.09, 0.10, 0.11, 0.08, -0.24, 0.02, 0.03],
  "e_tot_ha": -4871.5626,
  "charge": -1,
  "e_homo_ev": -4.555,
  "gap_ha": 0.2606,
  "de_lowest_kcal_mol": 8.6,
  "e_lumo_ev": 2.54
}


{
  "formula": "C50H55N6O8",
  "method": "ωB97M-V/def2-TZVPD",
  "species": ["C", "C", "N", "C", "C", "N", "C", "C", "H", "H", "H", "H", "H", "H", "H", "H", "H", "H", "H", "N", "C", "C", "C", "C", "C", "H", "H", "H", "H", "H", "N", "C", "C", "C", "C", "C", "H", "H", "H", "H", "H", "N", "C", "C", "C", "C", "C", "H", "H", "H", "H", "H", "N", "C", "C", "C", "C", "C", "H", "H", "H", "H", "H", "C", "C", "C", "C", "C", "C", "O", "O", "H", "H", "H", "H", "H", "H", "C", "C", "C", "C", "C", "C", "O", "O", "H", "H", "H", "H", "H", "H", "C", "C", "C", "C", "C", "C", "O", "O", "H", "H", "H", "H", "H", "H", "C", "C", "C", "C", "C", "C", "O", "O", "H", "H", "H", "H", "H", "H"],
  "xyz": [[-1.797479, 1.090899, -0.943714], [-1.999479, -0.326101, -0.632714], [-1.297479, -0.772101, 0.614286], [-0.007479, -1.217101, 0.719286], [0.311521, -1.390101, 2.111286], [-0.923479, -0.983101, 2.701286], [-1.845479, -0.602101, 1.834286], [-1.009479, -0.681101, 4.150286], [-2.542479, 1.570899, -1.761714], [-0.915479, 1.401899, -1.275714], [-1.996479, 1.658899, -0.013714], [-1.709479, -1.157101, -1.417714], [-3.054479, -0.565101, -0.388714], [0.551521, -1.501101, -0.189714], [1.287521, -1.494101, 2.603286], [-2.667479, -0.032101, 2.009286], [-1.394479, -1.472101, 4.704286], [-1.679479, 0.199899, 4.373286], [-0.170479, -0.395101, 4.679286], [0.732521, -3.451101, 5.394286], [0.077521, -4.655101, 5.475286], [0.704521, -5.797101, 5.126286], [1.989521, -5.945101, 4.925286], [2.675521, -4.747101, 4.635286], [2.000521, -3.506101, 4.941286], [-0.824479, -4.390101, 5.704286], [0.309521, -6.799101, 5.177286], [2.308521, -6.936101, 4.664286], [3.482521, -4.680101, 4.255286], [2.338521, -2.579101, 4.902286], [-4.145479, -0.618101, -4.784714], [-4.032479, -1.693101, -5.645714], [-3.094479, -2.005101, -6.577714], [-2.080479, -0.965101, -6.656714], [-2.077479, 0.207899, -5.913714], [-3.069479, 0.289899, -4.891714], [-4.753479, -2.451101, -5.588714], [-2.905479, -2.868101, -7.204714], [-1.323479, -1.323101, -7.356714], [-1.288479, 0.774899, -6.086714], [-3.245479, 1.203899, -4.150714], [3.923521, -1.061101, 1.597286], [4.508521, 0.014899, 1.204286], [5.658521, -0.072101, 0.362286], [6.263521, -1.289101, 0.007286], [5.581521, -2.378101, 0.388286], [4.381521, -2.289101, 1.225286], [4.085521, 0.887899, 1.684286], [6.229521, 0.705899, -0.025714], [7.212521, -1.421101, -0.566714], [6.015521, -3.469101, 0.157286], [3.866521, -2.970101, 1.604286], [-0.107479, -7.196101, -0.490714], [1.010521, -6.713101, -0.006714], [1.081521, -5.522101, 0.808286], [-0.068479, -4.973101, 1.317286], [-1.270479, -5.441101, 0.821286], [-1.300479, -6.624101, -0.073714], [2.106521, -7.160101, -0.428714], [2.007521, -5.037101, 1.003286], [-0.207479, -4.042101, 2.004286], [-2.182479, -4.880101, 1.108286], [-2.265479, -6.957101, -0.388714], [-3.885479, 4.244899, -5.384714], [-3.464479, 4.121899, -3.904714], [-2.228479, 4.697899, -3.526714], [-1.380479, 5.298899, -4.391714], [-1.789479, 5.478899, -5.764714], [-3.120479, 4.986899, -6.282714], [-3.404479, 4.992899, -7.620714], [-1.891479, 4.493899, -2.260714], [-4.900479, 3.850899, -5.459714], [-3.847479, 3.402899, -3.177714], [-0.479479, 5.985899, -4.044714], [-1.217479, 6.314899, -6.328714], [-2.869479, 5.624899, -8.028714], [-1.052479, 5.166899, -1.995714], [-2.960479, 3.067899, 4.546286], [-3.504479, 2.926899, 6.026286], [-2.596479, 3.069899, 7.139286], [-1.255479, 3.339899, 6.797286], [-0.653479, 3.295899, 5.474286], [-1.544479, 3.061899, 4.361286], [-1.113479, 3.135899, 3.115286], [-2.928479, 3.068899, 8.437286], [-3.691479, 3.281899, 3.806286], [-4.585479, 2.837899, 6.132286], [-0.578479, 3.461899, 7.695286], [0.463521, 3.337899, 5.409286], [-0.313479, 3.438899, 2.902286], [-2.231479, 2.810899, 8.946286], [0.605521, -1.371101, -3.533714], [0.012521, -2.778101, -3.518714], [0.715521, -3.745101, -2.720714], [1.932521, -3.508101, -2.124714], [2.543521, -2.272101, -2.199714], [1.894521, -1.236101, -2.852714], [2.398521, 0.074899, -2.884714], [-0.015479, -4.898101, -2.405714], [-0.005479, -0.745101, -3.817714], [-0.973479, -2.873101, -3.743714], [2.166521, -4.440101, -1.603714], [3.687521, -2.176101, -1.893714], [2.043521, 0.554899, -3.622714], [0.548521, -5.323101, -1.784714], [2.269521, 5.158899, 1.233286], [2.244521, 6.292899, 0.106286], [1.959521, 5.859899, -1.114714], [1.775521, 4.499899, -1.421714], [1.529521, 3.571899, -0.420714], [1.862521, 3.866899, 0.935286], [1.887521, 2.846899, 1.891286], [1.988521, 6.756899, -2.160714], [2.553521, 5.629899, 2.146286], [2.401521, 7.331899, 0.341286], [1.741521, 4.235899, -2.496714], [1.285521, 2.493899, -0.819714], [2.493521, 3.146899, 2.479286], [2.029521, 7.730899, -2.140714]],
  "forces_ev_per_a": [[-5.1, 2.0, 0.0], [-0.4, -4.1, -0.7], [-0.2, 0.5, 0.0], [1.0, -1.1, 1.7], [-2.9, 1.7, -3.3], [2.5, 0.5, 2.5], [4.1, -1.6, -1.6], [-2.8, 1.7, -0.6], [1.4, -1.6, 1.9], [4.1, 0.7, -1.3], [0.0, 0.0, -0.5], [-0.4, 2.0, 1.2], [0.4, 0.4, -0.4], [-0.2, 0.4, 0.7], [-0.8, -0.2, -0.1], [-2.4, 1.1, 0.7], [-0.8, -1.7, 0.6], [0.3, -0.9, -0.9], [2.6, 0.3, 0.0], [0.7, -1.7, -0.3], [5.1, 2.8, -1.7], [-3.6, -3.0, 2.0], [3.9, 2.3, -2.7], [-10.8, 0.8, 5.6], [-2.2, -5.4, 0.5], [-5.8, -0.2, 1.5], [-1.6, 0.2, 0.2], [0.8, -0.1, 0.2], [10.8, 0.5, -4.6], [2.6, 3.8, -0.7], [3.7, 0.3, -1.7], [-1.1, 0.1, 1.0], [3.2, 3.9, 0.4], [-1.1, -2.6, -0.8], [-3.8, -4.1, 1.5], [-2.8, 0.5, 0.5], [-1.7, -0.6, 0.8], [-0.8, -0.1, 0.4], [0.4, 1.2, 0.1], [3.1, 3.3, -0.2], [0.9, -2.0, -1.8], [-1.1, -3.4, 0.7], [2.4, 0.7, -1.4], [0.0, -0.6, 0.5], [-0.3, 1.2, -0.3], [-1.9, -5.5, 2.0], [6.1, 8.1, -4.4], [0.4, 0.6, -0.7], [0.3, 2.1, -0.1], [-1.0, 0.6, 0.5], [-1.1, 2.5, 0.5], [-4.0, -6.5, 2.8], [-2.6, -0.1, 0.9], [3.3, 1.5, -0.4], [0.1, -1.6, -0.4], [-1.4, 1.9, 0.3], [-1.0, -2.4, -1.4], [2.8, 2.9, 2.0], [-3.3, 1.0, 1.2], [0.9, -0.1, 0.3], [1.1, -1.8, -1.2], [0.4, -0.9, -0.3], [-0.1, -0.6, -0.6], [0.4, 0.1, 4.5], [1.6, 0.9, -4.0], [-2.3, -1.9, -0.3], [1.1, 3.5, -3.6], [-1.3, 1.1, 0.4], [3.0, -0.7, 1.8], [-1.6, -1.1, 1.6], [4.0, 2.6, 3.4], [0.4, 0.0, -1.1], [-0.7, 0.5, -0.4], [-1.8, -1.9, -0.6], [-0.9, -1.9, 0.5], [1.3, 1.6, -1.2], [-3.3, -2.8, -1.1], [0.9, -0.8, 5.9], [2.5, 0.9, -2.4], [0.1, 0.3, -3.8], [2.0, -0.7, -0.7], [-2.1, -0.9, 1.9], [-0.9, 1.9, 2.5], [-5.0, -2.4, -1.4], [-4.1, 0.8, -1.7], [-0.2, -0.3, -0.8], [0.3, 0.0, 0.2], [-0.5, 0.0, -1.2], [-1.3, 0.1, -0.2], [5.2, 1.8, -0.5], [3.0, -1.0, 2.2], [6.2, -12.0, 4.8], [5.5, 3.5, 2.8], [-3.2, 1.0, -1.4], [-1.1, -1.1, -0.2], [3.1, 0.3, 0.1], [-2.8, 2.0, -2.2], [0.9, -1.2, 1.2], [0.6, 1.7, -1.4], [-5.4, 7.1, -3.1], [-2.6, -0.6, -1.1], [1.4, 0.8, 0.3], [-2.8, 0.2, -0.3], [-0.3, 0.1, -0.5], [0.3, -1.3, 0.9], [-0.7, 3.2, -3.7], [-0.2, -4.0, 4.7], [0.8, 1.7, -1.5], [-1.2, -0.3, -0.3], [0.7, -1.9, -1.4], [0.3, 1.0, -0.4], [-3.0, -0.6, -3.4], [-0.4, -0.8, -2.0], [0.1, -0.6, 1.0], [0.2, 0.0, 0.2], [-0.3, 0.0, 0.8], [0.6, 2.1, 1.4], [2.9, 1.1, 3.2], [0.1, -1.0, 1.3]],
  "lowdin_charge": [-0.06, -0.17, -0.05, 0.02, 0.05, -0.05, -0.01, 0.02, 0.13, 0.01, 0.10, 0.16, 0.13, 0.13, 0.12, 0.14, 0.06, 0.11, 0.07, 0.06, -0.10, -0.12, -0.06, 0.02, -0.10, 0.05, 0.12, 0.12, -0.01, 0.05, 0.06, -0.19, -0.05, -0.07, -0.07, -0.11, 0.08, 0.11, 0.10, 0.05, 0.11, 0.04, -0.15, -0.03, -0.11, -0.09, -0.08, 0.10, 0.08, 0.13, 0.15, 0.00, 0.04, -0.20, -0.10, -0.12, -0.06, -0.06, 0.17, 0.08, 0.12, 0.10, 0.09, 0.02, 0.02, -0.46, -0.06, 0.01, -0.30, 0.06, -0.02, 0.10, 0.09, 0.15, 0.13, 0.07, 0.20, 0.04, 0.06, -0.35, -0.03, 0.00, -0.38, 0.08, 0.09, 0.08, 0.09, 0.13, 0.12, 0.02, 0.05, 0.07, 0.08, -0.29, -0.05, -0.04, -0.29, 0.01, 0.03, -0.01, 0.06, 0.11, 0.16, 0.08, 0.01, 0.05, 0.04, -0.38, -0.03, -0.01, -0.32, 0.04, 0.01, 0.09, 0.11, 0.13, 0.14, 0.04, 0.13],
  "e_tot_ha": -2867.9439,
  "charge": 1,
  "e_homo_ev": -9.735,
  "gap_ha": 0.2819,
  "de_lowest_kcal_mol": 46.2,
  "e_lumo_ev": -2.06
}